1.
This record from the OMol25 dataset describes 3 unconnected molecules or ions with the total composition C15H38ClN4O2. The level of theory is the ωB97M-V functional and the def2-TZVPD basis.

```
60
Properties=species:S:1:pos:R:3:lowdin_charge:R:1
C 0.12 -5.05 3.43 -0.128
C 0.90 -5.23 2.00 -0.269
C 0.87 -3.91 1.04 -0.574
Cl 2.15 -4.17 -0.31 0.537
C -0.62 -3.61 0.35 -0.297
C -1.43 -4.97 -0.08 -0.087
N -2.37 -5.53 0.96 0.017
C -3.26 -4.51 1.64 -0.122
C -2.84 -2.95 1.37 -0.171
N -1.35 -2.70 1.31 -0.062
H 0.79 -4.47 4.23 0.110
H -0.07 -6.14 3.87 0.098
H -0.96 -4.56 3.33 0.050
H 0.55 -6.23 1.47 0.105
H 2.05 -5.42 2.28 0.130
H 1.20 -2.91 1.61 0.133
H -0.38 -3.01 -0.65 0.154
H -1.98 -4.75 -1.10 0.165
H -0.64 -5.84 -0.31 0.155
H -1.84 -6.05 1.69 0.160
H -3.00 -6.22 0.46 0.199
H -3.23 -4.73 2.80 0.146
H -4.40 -4.61 1.28 0.161
H -3.40 -2.47 0.44 0.147
H -3.24 -2.33 2.31 0.152
H -0.90 -2.67 2.26 0.109
C -2.90 1.64 0.77 -0.080
C -1.95 2.83 0.67 -0.423
C -0.55 2.46 0.11 -0.191
O 0.30 1.79 1.04 -0.188
C 0.04 0.40 1.18 -0.127
N -1.85 3.48 1.98 0.038
H -2.69 1.00 1.63 0.056
H -3.93 1.99 0.88 0.079
H -2.86 1.03 -0.13 0.074
H -2.40 3.55 -0.03 0.139
H -0.04 3.39 -0.14 0.119
H -0.63 1.89 -0.82 0.120
H -0.28 -0.06 0.24 0.080
H -0.72 0.24 1.96 0.063
H 0.96 -0.08 1.52 0.081
H -1.29 4.33 1.89 0.077
H -1.26 2.88 2.57 0.071
C 4.27 5.73 -3.08 -0.075
C 2.80 5.92 -3.45 -0.429
C 1.83 5.07 -2.60 -0.205
O 1.80 3.68 -2.96 -0.206
C 2.87 2.91 -2.43 -0.108
N 2.63 5.67 -4.88 0.035
H 4.69 4.80 -3.48 0.064
H 4.88 6.55 -3.49 0.080
H 4.41 5.72 -1.99 0.078
H 2.56 6.98 -3.25 0.136
H 0.82 5.44 -2.77 0.119
H 2.03 5.18 -1.52 0.115
H 3.17 3.25 -1.44 0.091
H 3.71 2.93 -3.12 0.074
H 2.53 1.87 -2.36 0.083
H 1.67 5.90 -5.14 0.073
H 2.68 4.65 -5.02 0.071
```

Computed properties:
molar mass = 341.95 g mol⁻¹
LUMO energy = -3.49 eV
spin multiplicity = 1
total charge = +1
highest occupied orbital energy = -10.5 eV
relative energy (zero: lowest compared OMol25 entry of this formula, charge and spin) = 3.215 eV
frontier orbital gap = 6.991 eV

***

2.
This record from the OMol25 dataset describes C7H5ClN2OS2 in the gas phase. The level of theory is the ωB97M-V functional and the def2-TZVPD basis.

```
18
Properties=species:S:1:pos:R:3:lowdin_charge:R:1
O -2.59 1.43 -1.02 0.053
C -2.02 0.81 -0.18 -0.816
Cl -2.99 -0.10 0.95 0.731
C -0.56 0.55 0.05 -0.678
C -0.18 -0.96 -0.16 -0.587
N -0.80 -1.83 -0.94 0.052
C -0.17 -3.03 -0.97 -0.224
C 0.94 -3.13 -0.20 -0.366
S 1.26 -1.62 0.57 1.042
N -0.16 1.06 1.35 0.074
C 0.68 1.99 1.33 -0.153
C 1.17 2.52 0.02 -0.419
S 0.40 1.50 -1.27 0.957
H -0.53 -3.79 -1.52 0.071
H 1.49 -3.98 -0.07 0.033
H 0.86 2.40 2.21 0.082
H 0.97 3.60 -0.22 0.100
H 2.20 2.58 0.06 0.048
```

Computed properties:
molar mass = 232.72 g mol⁻¹
LUMO energy = 0.32 eV
structure (SMILES) = O=C(Cl)[C@]1(c2nccs2)N=CCS1
spin multiplicity = 1
highest occupied orbital energy = -9.0 eV
relative energy (zero: lowest compared OMol25 entry of this formula, charge and spin) = 0.000 eV
frontier orbital gap = 9.297 eV

***

3.
This record from the OMol25 dataset describes 3 unconnected molecules or ions with the total composition C7H20O3. The level of theory is the ωB97M-V functional and the def2-TZVPD basis.

```
30
Properties=species:S:1:pos:R:3:lowdin_charge:R:1
C 0.99 0.85 4.56 -0.052
C -0.03 -0.10 3.97 -0.473
C -1.40 0.51 3.83 -0.057
O 0.36 -0.58 2.66 -0.067
H 0.83 1.88 4.22 0.083
H 2.02 0.57 4.37 0.077
H 0.88 0.87 5.65 0.083
H -0.10 -0.99 4.61 0.134
H -2.05 -0.18 3.28 0.076
H -1.38 1.45 3.29 0.088
H -1.89 0.61 4.80 0.085
H 1.32 -0.61 2.64 0.092
C 0.28 0.79 -3.55 -0.060
C 0.55 -0.39 -4.44 -0.486
C 1.99 -0.86 -4.35 -0.061
O -0.25 -1.52 -4.00 -0.067
H 1.11 1.50 -3.49 0.077
H 0.05 0.47 -2.53 0.072
H -0.58 1.37 -3.90 0.078
H 0.28 -0.15 -5.47 0.130
H 2.25 -1.52 -5.18 0.076
H 2.14 -1.41 -3.42 0.085
H 2.67 -0.01 -4.39 0.075
H -1.17 -1.25 -4.03 0.079
C -1.73 -0.40 -0.03 -0.165
O -0.73 0.56 0.24 -0.143
H -2.52 0.13 -0.58 0.076
H -1.40 -1.19 -0.70 0.072
H -2.21 -0.72 0.90 0.065
H -0.27 0.33 1.06 0.027
```

Computed properties:
molar mass = 152.23 g mol⁻¹
LUMO energy = 0.78 eV
structure (SMILES) = CC(C)O.CC(C)O.CO
spin multiplicity = 1
highest occupied orbital energy = -9.8 eV
relative energy (zero: lowest compared OMol25 entry of this formula, charge and spin) = 0.399 eV
frontier orbital gap = 10.583 eV

***

4.
This record from the OMol25 dataset describes a molecular structure, C4H11BrLiO3. The level of theory is the ωB97M-V functional and the def2-TZVPD basis.

```
20
Properties=species:S:1:pos:R:3:lowdin_charge:R:1
Li -0.36 -1.45 0.43 0.462
Br -1.55 -3.70 0.63 -0.576
C 1.46 1.59 1.50 -0.134
C 1.87 0.10 1.44 -0.580
O 0.87 -0.74 1.75 -0.398
H 0.91 1.81 2.42 0.056
H 0.80 1.83 0.66 0.032
H 2.34 2.25 1.46 0.049
H 2.76 -0.03 2.10 0.079
H 2.25 -0.06 0.39 0.076
C -1.49 0.51 -1.04 -0.253
C -1.06 -0.65 -1.90 -0.235
O 0.20 -1.18 -1.44 -0.131
O -1.78 0.04 0.27 -0.109
H -2.40 0.93 -1.50 0.121
H -0.72 1.29 -1.02 0.115
H -0.95 -0.28 -2.92 0.120
H -1.82 -1.44 -1.85 0.108
H 0.57 -1.65 -2.20 0.096
H -1.92 0.82 0.82 0.102
```

Computed properties:
molar mass = 193.97 g mol⁻¹
LUMO energy = 2.71 eV
spin multiplicity = 1
total charge = -1
highest occupied orbital energy = -3.5 eV
relative energy (zero: lowest compared OMol25 entry of this formula, charge and spin) = 0.000 eV
frontier orbital gap = 6.256 eV

***

5.
This record from the OMol25 dataset describes a molecular structure, C27H20BF4N6O6RuS6. The level of theory is the ωB97M-V functional and the def2-TZVPD basis.

```
71
Properties=species:S:1:pos:R:3:lowdin_charge:R:1
Ru -0.87 0.00 1.01 1.386
N -1.44 0.57 -0.77 -0.399
S -0.56 1.34 -1.90 1.092
C -1.30 2.94 -2.07 -0.406
C -2.64 3.08 -2.40 -0.064
C -3.20 4.35 -2.42 -0.046
C -2.41 5.45 -2.10 -0.055
C -1.08 5.30 -1.77 -0.057
C -0.51 4.03 -1.74 -0.082
C -1.11 0.57 -3.43 -0.388
C -1.72 -0.67 -3.39 -0.065
C -2.07 -1.27 -4.59 -0.059
C -1.78 -0.65 -5.80 -0.070
C -1.15 0.59 -5.81 -0.066
C -0.80 1.21 -4.63 -0.077
H -2.45 0.77 -0.86 0.022
H -3.25 2.21 -2.63 0.126
H -4.24 4.47 -2.66 0.115
H -2.86 6.44 -2.11 0.110
H -0.47 6.16 -1.52 0.110
H 0.52 3.89 -1.46 0.068
H -1.93 -1.14 -2.44 0.107
H -2.56 -2.24 -4.58 0.111
H -2.05 -1.13 -6.73 0.108
H -0.92 1.07 -6.76 0.110
H -0.32 2.18 -4.63 0.117
O -1.02 0.84 4.42 -0.255
S -0.93 2.00 3.59 0.683
O -2.08 2.81 3.37 -0.229
N -0.21 1.56 2.09 -0.236
C 0.91 2.26 1.84 -0.788
S 1.81 2.19 0.43 0.678
C 1.31 3.11 2.98 -0.230
C 2.43 3.91 3.09 -0.022
C 2.62 4.62 4.27 -0.054
C 1.71 4.52 5.32 -0.054
C 0.59 3.72 5.22 -0.020
C 0.42 3.02 4.04 -0.218
H 3.13 3.98 2.27 0.099
H 3.49 5.25 4.38 0.109
H 1.89 5.08 6.23 0.110
H -0.13 3.64 6.02 0.128
F -2.79 0.54 1.64 -0.078
B -3.71 1.57 0.97 -1.200
F -2.90 2.64 0.63 0.147
F -4.71 1.84 1.83 0.206
F -4.14 0.91 -0.19 0.106
S 2.37 -6.07 3.44 0.634
C 2.41 -4.68 2.58 -1.096
S 2.18 -3.09 3.27 1.020
C 2.40 -2.40 1.68 -0.911
N 2.60 -3.24 0.74 0.070
N 2.60 -4.51 1.23 -0.146
C 2.70 -5.57 0.27 -0.229
C 1.77 -5.63 -0.76 -0.010
C 1.86 -6.64 -1.70 -0.074
C 2.87 -7.59 -1.60 -0.082
C 3.79 -7.52 -0.56 -0.071
C 3.71 -6.50 0.38 -0.035
S 2.35 -0.64 1.50 0.920
H 0.99 -4.88 -0.81 0.116
H 1.14 -6.69 -2.50 0.105
H 2.94 -8.38 -2.33 0.103
H 4.58 -8.25 -0.49 0.107
H 4.42 -6.44 1.19 0.109
O 1.02 -1.25 -0.59 -0.019
N 0.91 -0.62 0.40 -0.538
O -0.41 -1.28 2.62 -0.164
N -1.04 -2.29 2.13 -0.499
O -1.08 -3.35 2.65 0.143
O -1.61 -2.00 1.01 -0.084
```

Computed properties:
molar mass = 904.77 g mol⁻¹
expectation value of S² = 0.76
LUMO energy (spin up / spin down) = -1.74 / -1.84 eV
spin multiplicity = 2
highest occupied orbital energy (spin up / spin down) = -8.4 / -8.4 eV
relative energy (zero: lowest compared OMol25 entry of this formula, charge and spin) = 0.240 eV
frontier orbital gap (spin up / spin down) = 6.639 / 6.544 eV

***

6.
This record from the OMol25 dataset describes 11 unconnected molecules or ions with the total composition C26H79N17O11. The level of theory is the ωB97M-V functional and the def2-TZVPD basis.

```
133
Properties=species:S:1:pos:R:3:lowdin_charge:R:1
C 3.30 2.95 -2.11 -0.075
O 2.30 3.60 -2.87 -0.240
C 2.07 4.97 -2.54 -0.165
C 0.89 5.40 -3.41 -0.431
C 1.07 6.73 -4.16 -0.061
N -0.43 5.42 -2.71 0.056
H 2.85 2.56 -1.19 0.070
H 4.16 3.60 -1.98 0.094
H 3.63 2.05 -2.64 0.076
H 1.79 4.94 -1.48 0.110
H 2.88 5.67 -2.75 0.127
H 0.79 4.68 -4.23 0.113
H 0.27 6.90 -4.87 0.073
H 1.97 6.65 -4.77 0.078
H 1.08 7.54 -3.42 0.084
H -1.06 5.69 -3.46 0.069
H -0.65 4.42 -2.57 0.016
C -3.60 -1.52 2.71 -0.131
O -4.17 -2.78 2.98 -0.169
C -4.62 -3.32 1.73 -0.183
C -5.42 -4.60 1.98 -0.452
C -5.39 -5.52 0.77 -0.067
N -6.77 -4.24 2.34 0.037
H -2.69 -1.62 2.09 0.071
H -3.27 -0.95 3.58 0.075
H -4.29 -0.79 2.28 0.082
H -5.33 -2.63 1.26 0.119
H -3.76 -3.38 1.05 0.116
H -4.99 -5.22 2.78 0.135
H -6.07 -5.11 0.01 0.081
H -5.82 -6.48 1.06 0.076
H -4.41 -5.63 0.32 0.070
H -7.35 -4.97 2.72 0.074
H -6.74 -3.43 2.95 0.071
C -0.87 -5.00 3.87 -0.103
O 0.36 -4.35 3.64 -0.175
C 0.24 -3.29 2.73 -0.215
C 1.67 -3.00 2.26 -0.362
C 2.58 -2.22 3.24 -0.044
N 1.65 -2.29 0.96 0.070
H -1.23 -5.52 2.97 0.088
H -1.58 -4.37 4.40 0.089
H -0.68 -5.90 4.46 0.087
H -0.32 -3.55 1.81 0.086
H -0.39 -2.50 3.17 0.094
H 2.10 -3.99 2.12 0.124
H 3.53 -2.76 3.29 0.072
H 2.19 -2.33 4.25 0.079
H 2.88 -1.19 3.05 0.059
H 2.65 -2.16 0.78 0.083
H 1.29 -1.35 1.10 0.045
C 5.02 -0.34 -4.20 -0.113
O 4.02 -0.82 -3.32 -0.218
C 2.89 -1.40 -3.99 -0.174
C 1.81 -1.64 -2.97 -0.367
C 1.44 -0.45 -2.09 -0.027
N 2.21 -2.74 -2.07 0.045
H 5.41 -1.12 -4.85 0.088
H 5.81 -0.11 -3.48 0.092
H 4.68 0.51 -4.80 0.086
H 2.62 -0.62 -4.72 0.122
H 3.20 -2.27 -4.57 0.131
H 0.92 -2.05 -3.46 0.073
H 0.73 -0.65 -1.29 0.042
H 1.00 0.36 -2.70 0.064
H 2.33 0.02 -1.66 0.080
H 3.03 -2.44 -1.53 0.083
H 1.51 -2.77 -1.33 -0.058
C 1.37 -5.48 -0.61 -0.080
O 0.06 -5.58 -1.14 -0.146
C -0.74 -4.48 -0.81 -0.215
C -0.33 -3.19 -1.46 -0.427
C -1.19 -1.99 -1.08 -0.063
N -0.46 -3.33 -2.93 0.088
H 1.28 -5.40 0.48 0.082
H 1.95 -4.64 -1.00 0.063
H 1.92 -6.41 -0.74 0.091
H -1.80 -4.65 -1.04 0.129
H -0.85 -4.29 0.27 0.099
H 0.66 -2.96 -1.06 0.023
H -2.25 -2.26 -1.14 0.080
H -1.05 -1.08 -1.66 0.046
H -1.12 -1.68 -0.03 0.055
H 0.15 -2.65 -3.37 -0.010
H -0.03 -4.21 -3.24 0.093
N 4.06 2.30 2.92 0.172
C 4.10 3.62 2.53 -0.642
N 5.34 4.14 2.53 0.170
O 3.07 4.25 2.24 -0.019
H 4.84 1.80 3.29 0.099
H 3.26 1.81 2.54 0.071
H 6.14 3.59 2.72 0.102
H 5.37 5.11 2.25 0.118
N 0.79 2.80 0.44 0.206
C 0.41 1.56 0.78 -0.620
N -0.83 1.17 0.35 0.214
O 1.16 0.80 1.42 -0.051
H 1.56 3.28 0.86 0.068
H 0.29 3.25 -0.32 0.099
H -1.30 1.88 -0.18 0.066
H -1.24 0.26 0.48 0.078
N -4.22 2.18 -0.86 0.175
C -4.63 0.89 -0.85 -0.656
N -5.74 0.68 -0.07 0.149
O -4.04 -0.04 -1.39 -0.002
H -3.34 2.48 -1.23 0.055
H -4.90 2.85 -0.56 0.099
H -6.15 1.39 0.50 0.091
H -6.12 -0.25 -0.01 0.095
N -0.50 5.60 2.42 0.148
C 0.19 6.67 1.87 -0.687
N 1.34 6.35 1.25 0.158
O -0.16 7.83 2.02 0.009
H -0.02 4.75 2.65 0.076
H -1.32 5.78 2.96 0.094
H 1.88 7.20 1.25 0.112
H 1.76 5.44 1.21 0.033
N -0.13 2.28 -3.76 0.177
C -1.24 2.00 -3.03 -0.619
N -1.87 0.87 -3.39 0.199
O -1.63 2.71 -2.08 -0.054
H 0.18 1.68 -4.50 0.106
H 0.55 2.95 -3.42 0.057
H -1.49 0.27 -4.09 0.106
H -2.71 0.49 -2.96 0.081
N -0.54 -0.43 4.24 0.161
C 0.54 0.08 4.86 -0.678
N 1.23 1.00 4.13 0.141
O 0.80 -0.01 6.07 0.006
H -0.80 -0.20 3.31 0.082
H -1.20 -0.85 4.88 0.108
H 1.48 1.82 4.66 0.100
H 1.27 0.98 3.12 0.015
```

Computed properties:
molar mass = 806.03 g mol⁻¹
LUMO energy = 0.23 eV
structure (SMILES) = COC[C@H](C)N.COC[C@H](C)N.COC[C@H](C)N.COC[C@H](C)N.COC[C@H](C)N.NC(N)=O.NC(N)=O.NC(N)=O.NC(N)=O.NC(N)=O.NC(N)=O
spin multiplicity = 1
highest occupied orbital energy = -8.7 eV
relative energy (zero: lowest compared OMol25 entry of this formula, charge and spin) = 4.358 eV
frontier orbital gap = 8.954 eV

***

7.
This record from the OMol25 dataset describes 2 unconnected molecules or ions with the total composition C5H8NOS. The level of theory is the ωB97M-V functional and the def2-TZVPD basis.

```
16
Properties=species:S:1:pos:R:3:lowdin_charge:R:1
C 0.70 1.41 0.13 -0.082
C 2.05 1.48 -0.06 -0.309
C 1.29 -0.68 -0.02 -0.290
C -2.08 0.27 -0.42 -0.029
C -1.02 -0.48 0.40 -0.136
N 0.31 0.13 0.23 -0.112
O 0.94 -2.83 -0.27 -0.079
S 2.80 -0.04 -0.25 1.214
H -0.03 2.17 0.14 0.141
H 2.55 2.40 0.04 0.089
H -1.55 0.56 -1.37 0.111
H -2.35 1.21 0.00 0.065
H -2.96 -0.22 -0.66 0.063
H -1.03 -1.48 0.16 0.071
H -1.24 -0.66 1.54 0.181
H 1.62 -3.25 0.41 0.101
```

Computed properties:
molar mass = 130.19 g mol⁻¹
LUMO energy (spin up / spin down) = -6.54 / -6.54 eV
spin multiplicity = 1
total charge = +1
highest occupied orbital energy (spin up / spin down) = -15.0 / -15.0 eV
relative energy (zero: lowest compared OMol25 entry of this formula, charge and spin) = 5.211 eV
frontier orbital gap (spin up / spin down) = 8.501 / 8.499 eV

***

8.
This record from the OMol25 dataset describes 2 unconnected molecules or ions with the total composition C2H8N3O. The level of theory is the ωB97M-V functional and the def2-TZVPD basis.

```
14
Properties=species:S:1:pos:R:3:lowdin_charge:R:1
C -2.28 0.57 0.42 -0.173
C -1.08 0.21 -0.49 -0.502
N 3.80 0.27 0.38 -0.049
N 3.07 0.43 -0.67 -0.014
N -0.88 -1.19 -0.65 -0.268
O -0.39 -1.71 0.62 -0.276
H -2.13 0.09 1.38 0.039
H -2.35 1.65 0.56 0.032
H -3.20 0.21 -0.02 0.041
H -1.26 0.60 -1.50 0.072
H -0.18 0.71 -0.08 0.052
H 4.72 0.71 0.18 0.013
H 0.01 -2.54 0.35 0.019
H 2.15 0.00 -0.47 0.016
```

Computed properties:
molar mass = 90.11 g mol⁻¹
LUMO energy (spin up / spin down) = 3.60 / 3.60 eV
spin multiplicity = 1
total charge = -1
highest occupied orbital energy (spin up / spin down) = -0.7 / -0.7 eV
relative energy (zero: lowest compared OMol25 entry of this formula, charge and spin) = 4.958 eV
frontier orbital gap (spin up / spin down) = 4.311 / 4.312 eV